Record 1
# C3H6ClF

C3H6ClF as an isolated structure in a non-equilibrium geometry (ωB97M-V/def2-TZVPD, the OMol25 dataset).

Each line ends with the Löwdin charge.
Atoms and positions in Å:
C  2.3961  -0.2652  -0.0670  -0.1912
C  0.9410  -0.6463  0.2093  -0.4443
C  -0.0828  0.2587  -0.5136  -0.7167
H  2.9134  -0.3627  1.4295  0.1765
H  2.9888  -1.1900  -1.0642  0.1663
H  2.4964  1.1441  -0.3070  0.1591
H  0.2911  -1.5305  -0.3268  0.1091
H  0.7525  -0.7540  1.4074  0.1339
H  0.0736  0.3057  -1.5088  0.0784
F  -0.0470  1.4225  0.1921  -0.0888
Cl  -1.6835  -0.3822  0.0511  0.6177

- Calculated total energy: -18442.0460 eV
- Spin multiplicity: 1
- HOMO energy: -10.6 eV
- Net charge: 0
- ΔE to the lowest compared entry with this formula, charge and spin: 589.4 kJ/mol

Record 2
# C37H26BrLaN8O10Se

C37H26BrLaN8O10Se as an isolated structure (ωB97M-V/def2-TZVPD, the OMol25 dataset).

Each line ends with the Löwdin charge.
Atoms and positions in Å:
La  -0.1701  -0.1817  -0.7938  2.1612
O  0.0208  0.9959  7.3395  0.1191
C  -1.1514  0.4556  6.9368  -0.4788
O  -2.0456  0.3126  7.7197  0.1273
C  -1.2532  0.0475  5.4976  -0.1327
C  -2.5306  -0.1873  4.9996  0.0027
C  -2.7060  -0.5513  3.6758  -0.0189
C  -1.5995  -0.6966  2.8437  -0.2583
C  -0.3176  -0.4683  3.3297  0.0090
C  -0.1541  -0.1057  4.6569  -0.0077
N  -1.7615  -1.0231  1.4734  0.0419
C  -2.5489  -1.9763  1.1843  -0.0791
C  -2.9834  -2.2672  -0.1956  -0.2573
C  -3.8973  -3.2861  -0.4084  -0.0046
C  -4.3857  -3.4810  -1.6943  -0.0370
C  -3.9529  -2.6411  -2.6995  -0.0140
C  -3.0246  -1.6506  -2.3955  -0.0991
N  -2.5474  -1.4610  -1.1713  0.0220
H  0.6054  1.1285  6.5828  0.0902
H  -3.3774  -0.0729  5.6620  0.1256
H  -3.7043  -0.7057  3.2846  0.1100
H  0.5421  -0.5875  2.6850  0.0899
H  0.8593  0.0247  5.0208  0.1159
H  -2.9954  -2.6052  1.9593  0.1391
H  -4.2124  -3.9108  0.4165  0.1164
H  -5.0904  -4.2757  -1.8985  0.1146
H  -4.2996  -2.7492  -3.7171  0.1177
H  -2.6386  -1.0029  -3.1694  0.1169
C  4.0703  -0.6034  1.8258  0.0305
C  3.1201  0.2345  1.0134  -0.5122
O  1.9011  0.1174  1.1393  -0.0686
N  3.6613  1.1357  0.1776  0.1034
C  2.8600  1.9215  -0.7567  -0.0927
C  1.9067  2.8566  -0.0475  -0.2419
C  2.3438  4.1119  0.3607  -0.0050
C  1.4931  4.9337  1.0784  -0.0492
C  0.2241  4.4707  1.3830  -0.0447
C  -0.1383  3.2176  0.9212  -0.1263
N  0.6640  2.4304  0.2051  0.0529
H  3.6335  -1.5918  1.9509  0.0910
H  4.1908  -0.1503  2.8110  0.0914
H  5.0523  -0.6962  1.3641  0.0848
H  4.6596  1.1258  0.0628  0.1437
H  2.3419  1.2742  -1.4654  0.0827
H  3.5602  2.5133  -1.3456  0.1368
H  3.3479  4.4275  0.1101  0.1187
H  1.8189  5.9159  1.3952  0.1122
H  -0.4751  5.0601  1.9593  0.1094
H  -1.1248  2.8225  1.1415  0.0970
O  0.5391  -0.0395  -7.3263  0.1358
C  0.4619  -0.0990  -6.1296  -0.2509
C  -0.0138  -1.3056  -5.3081  -0.2819
O  -0.3910  -2.3677  -5.7474  0.1053
C  0.0589  -0.8745  -3.9002  -0.3204
C  0.5373  0.4310  -3.8222  -0.3152
O  0.6572  1.0428  -2.6773  -0.2819
C  0.7666  1.0179  -5.1311  -0.3027
O  1.0661  2.1700  -5.3874  0.0758
O  -0.3156  -1.5360  -2.8662  -0.1791
Se  -4.4864  2.1073  1.1613  1.1246
N  -4.4129  3.6889  0.3329  -0.2158
C  -3.5156  3.5651  -0.6147  -0.4022
C  -3.1112  4.5896  -1.5441  0.0087
C  -2.1356  4.2823  -2.4221  -0.0110
C  -1.5043  2.9748  -2.4118  -0.0747
N  -1.8470  2.0120  -1.6122  0.0505
C  -2.8661  2.2838  -0.7265  -0.4917
N  -3.2328  1.3705  0.1415  -0.2315
H  -3.5837  5.5621  -1.5105  0.1207
H  -1.7753  4.9970  -3.1488  0.1140
H  -0.6728  2.7699  -3.0803  0.1093
Br  6.4447  -4.4240  -1.8704  0.7432
C  4.7144  -4.4578  -1.1152  -0.6694
C  4.2834  -5.5985  -0.4514  -0.1875
N  3.0821  -5.6990  0.1073  0.0786
C  2.2749  -4.6453  0.0214  -0.0698
C  2.6264  -3.4631  -0.6198  -0.1047
C  3.8762  -3.3650  -1.2130  -0.0436
C  1.6832  -2.3016  -0.6428  -0.6371
O  2.0316  -1.2468  -1.2273  -0.1262
O  0.5738  -2.4067  -0.0389  -0.1569
H  4.9378  -6.4588  -0.3716  0.1019
H  1.2968  -4.7201  0.4792  0.1195
H  4.1602  -2.4614  -1.7351  0.1206

- Calculated total energy: -207440.5893 eV
- Spin multiplicity: 1
- HOMO energy: -6.9 eV
- Net charge: 0
- ΔE to the lowest compared entry with this formula, charge and spin: 6.7 kJ/mol

- What is the formula in the first record?
  C3H6ClF

Repeat the first record exactly.
# C3H6ClF

C3H6ClF as an isolated structure in a non-equilibrium geometry (ωB97M-V/def2-TZVPD, the OMol25 dataset).

Each line ends with the Löwdin charge.
Atoms and positions in Å:
C  2.3961  -0.2652  -0.0670  -0.1912
C  0.9410  -0.6463  0.2093  -0.4443
C  -0.0828  0.2587  -0.5136  -0.7167
H  2.9134  -0.3627  1.4295  0.1765
H  2.9888  -1.1900  -1.0642  0.1663
H  2.4964  1.1441  -0.3070  0.1591
H  0.2911  -1.5305  -0.3268  0.1091
H  0.7525  -0.7540  1.4074  0.1339
H  0.0736  0.3057  -1.5088  0.0784
F  -0.0470  1.4225  0.1921  -0.0888
Cl  -1.6835  -0.3822  0.0511  0.6177

- Calculated total energy: -18442.0460 eV
- Spin multiplicity: 1
- HOMO energy: -10.6 eV
- Net charge: 0
- ΔE to the lowest compared entry with this formula, charge and spin: 589.4 kJ/mol

- Which of these has the highest ΔE to the lowest compared entry with this formula, charge and spin?
  C3H6ClF

- The lowest calculated total energy belongs to which entry?
  C37H26BrLaN8O10Se